{
  "formula": "C4H6S",
  "method": "ωB97M-V with the def2-TZVPD basis set",
  "max_force_ha_per_bohr": 0.1009,
  "total_charge": 0,
  "gap_ha": 0.3208,
  "relative_energy_kj_mol": 111.7,
  "smiles": "C1=CSCC1",
  "elements": ["C", "C", "C", "C", "H", "H", "H", "H", "H", "H", "S"],
  "xyz": [[0.605, -1.138, -0.079], [-0.734, -0.471, -0.004], [-0.530, 1.037, -0.097], [0.790, 1.436, -0.141], [0.719, -1.558, -1.086], [0.858, -1.850, 0.732], [-1.599, -0.908, -0.662], [-1.205, -0.686, 0.978], [-1.604, 1.533, 0.112], [0.824, 2.504, 0.253], [1.875, 0.100, -0.006]]
}

{
  "formula": "C35H33NO5",
  "method": "ωB97M-V with the def2-TZVPD basis set",
  "max_force_ha_per_bohr": 0.0304,
  "total_charge": 0,
  "gap_ha": 0.1619,
  "relative_energy_kj_mol": 186.9,
  "elements": ["C", "O", "C", "C", "C", "C", "C", "C", "C", "O", "O", "C", "C", "C", "O", "C", "O", "C", "C", "H", "H", "H", "H", "H", "H", "H", "H", "H", "H", "H", "H", "H", "H", "H", "C", "N", "C", "C", "C", "C", "C", "C", "C", "C", "C", "C", "C", "C", "C", "C", "C", "C", "C", "C", "C", "C", "H", "H", "H", "H", "H", "H", "H", "H", "H", "H", "H", "H", "H", "H", "H", "H", "H", "H"],
  "xyz": [[4.740, 5.144, 2.096], [3.644, 4.338, 2.567], [2.990, 3.535, 1.687], [1.979, 2.716, 2.244], [1.252, 1.883, 1.418], [1.591, 1.772, 0.070], [0.855, 0.733, -0.751], [-0.347, 1.198, -1.398], [-0.179, 1.797, -2.700], [0.736, 1.524, -3.457], [-1.109, 2.730, -3.067], [-1.953, 3.311, -2.041], [-1.232, 4.349, -1.198], [-3.067, 3.994, -2.831], [-2.473, 2.258, -1.212], [-1.479, 1.522, -0.589], [-1.605, 1.165, 0.580], [2.538, 2.611, -0.507], [3.262, 3.486, 0.297], [5.079, 5.650, 3.000], [5.542, 4.521, 1.679], [4.402, 5.872, 1.349], [1.793, 2.768, 3.314], [0.390, 1.339, 1.802], [1.494, 0.263, -1.505], [0.492, 0.038, 0.001], [-0.358, 3.942, -0.677], [-0.912, 5.167, -1.849], [-1.943, 4.749, -0.467], [-3.494, 3.291, -3.551], [-3.832, 4.373, -2.152], [-2.606, 4.823, -3.376], [2.674, 2.580, -1.591], [4.033, 4.123, -0.141], [2.137, -1.848, 5.024], [1.558, -2.855, 4.158], [1.416, -4.166, 4.749], [0.948, -2.548, 2.949], [1.711, -2.053, 1.872], [1.144, -1.954, 0.614], [-0.272, -2.025, 0.433], [-0.888, -1.729, -0.857], [-2.328, -1.542, -1.026], [-2.695, -2.065, -2.307], [-4.013, -2.340, -2.639], [-5.018, -1.953, -1.759], [-4.687, -1.357, -0.532], [-3.349, -1.167, -0.152], [-1.494, -2.536, -2.968], [-0.371, -2.305, -2.098], [0.830, -2.954, -2.396], [0.904, -3.794, -3.514], [-0.212, -4.041, -4.326], [-1.429, -3.414, -4.039], [-1.036, -2.458, 1.547], [-0.442, -2.744, 2.765], [2.318, -0.914, 4.479], [1.476, -1.634, 5.881], [3.087, -2.223, 5.427], [1.307, -4.918, 3.957], [2.321, -4.382, 5.327], [0.542, -4.221, 5.414], [2.769, -1.826, 2.040], [1.806, -1.740, -0.226], [-4.224, -2.850, -3.583], [-6.066, -2.081, -2.039], [-5.476, -1.074, 0.166], [-3.092, -0.737, 0.813], [1.683, -2.859, -1.735], [1.842, -4.303, -3.728], [-0.136, -4.703, -5.191], [-2.330, -3.603, -4.624], [-2.114, -2.587, 1.451], [-1.028, -3.064, 3.628]]
}

{
  "formula": "C6H9N",
  "method": "ωB97M-V with the def2-TZVPD basis set",
  "max_force_ha_per_bohr": 0.0088,
  "total_charge": 0,
  "gap_ha": 0.3601,
  "relative_energy_kj_mol": 334.8,
  "elements": ["C", "N", "C", "C", "C", "C", "C", "H", "H", "H", "H", "H", "H", "H", "H", "H"],
  "xyz": [[0.348, -0.891, 1.582], [-0.791, -0.465, 0.776], [-0.627, 0.947, 0.524], [0.461, 1.069, -0.583], [0.743, -0.342, -1.118], [-0.708, -0.640, -0.715], [-1.015, 0.886, -0.892], [0.149, -0.586, 2.615], [1.251, -0.351, 1.257], [0.525, -1.968, 1.543], [-0.827, 1.684, 1.299], [1.084, 1.947, -0.708], [1.541, -0.982, -0.720], [0.821, -0.308, -2.209], [-1.279, -1.468, -1.136], [-1.677, 1.469, -1.515]]
}